The following is a quantum chemistry calculation of a 2-piece molecular cluster, C4H10NO2 overall in a non-equilibrium geometry, from the Open Molecules 2025 dataset.

Lowest unoccupied orbital energy ... 0.64 eV
Relative energy (zero: lowest compared OMol25 entry of this formula, charge and spin) ... 216.1 kcal/mol
Charge ... -1
E ... -9888.076 eV

XYZ file:
```
17
Properties=species:S:1:pos:R:3:forces:R:3
N 1.28015 0.15454 0.88652 -0.1 0.8 0.3
H -0.86775 -0.05750 -1.52809 0.6 0.1 -0.3
C -1.04975 -1.48086 -0.05920 1.2 0.2 -0.2
H -0.74434 1.39378 1.65926 0.0 -0.8 0.2
H 0.73373 -0.81766 -1.18735 0.6 -1.0 -0.3
H -2.01917 -1.08852 0.26648 0.4 -0.1 0.5
C -0.71567 1.69131 0.60847 -0.8 2.2 -0.3
O 2.28527 -1.92584 -0.99239 -1.0 0.7 0.1
O -0.47789 3.00750 0.52274 0.2 -0.3 -0.2
H 1.97898 0.78121 1.26564 0.3 -0.3 -0.2
C 0.42323 0.83872 -0.07292 1.0 -2.9 0.0
H -1.68774 1.41825 0.10984 0.3 -0.2 0.2
C -0.20108 -0.40292 -0.72001 -1.3 1.5 -1.6
H 1.08458 1.32866 -0.85283 -1.4 0.3 0.8
H -0.43486 -2.05604 0.63452 -0.6 0.2 0.5
H 1.66663 -0.63426 0.34375 0.9 0.0 0.6
H -1.25432 -2.15038 -0.88444 -0.2 -0.4 -0.2
```
Positions in Å, forces in eV/Å.

---

The following is a quantum chemistry calculation of an isolated ion of composition C4H10NO2 and charge -1 in a non-equilibrium geometry, from the Open Molecules 2025 dataset.

Lowest unoccupied orbital energy ... 4.23 eV
Relative energy (zero: lowest compared OMol25 entry of this formula, charge and spin) ... 76.4 kcal/mol
Charge ... -1
SMILES ... C[C@H](O)CNC[O-]
E ... -9894.134 eV

XYZ file:
```
17
Properties=species:S:1:pos:R:3:forces:R:3
C 1.37483 -0.49923 1.12197 -1.3 0.6 1.0
H 1.60814 -1.44849 0.60154 0.4 0.6 0.5
H 2.11087 -0.05611 1.79676 0.8 -0.7 -0.3
H 1.04454 -0.72204 -1.74755 0.5 2.2 0.6
H -0.45143 -1.54183 -0.35617 -0.1 -0.1 0.5
C 0.47332 0.12339 -1.20677 -1.1 -3.2 0.0
H 0.57243 -0.66177 1.86044 -0.3 -0.3 -0.7
H 1.99002 1.13866 0.08914 0.2 0.2 -1.1
N -0.74144 -0.86821 -1.04545 -1.0 2.7 -1.0
O -1.77137 0.04342 0.88580 0.5 0.9 0.5
H -2.94699 -0.59876 -0.46474 0.4 -0.5 -1.5
O 0.19043 1.63806 0.63319 -1.9 -0.2 1.7
H -1.99094 0.89688 -0.98924 0.0 -1.1 -0.1
H -0.69249 1.04072 0.99228 0.2 0.3 -1.0
C -1.94884 -0.12107 -0.47293 1.1 0.5 1.9
C 1.00540 0.66634 0.15325 1.4 -1.3 -1.0
H 0.17353 0.97003 -1.85153 0.2 -0.6 0.1
```
Positions in Å, forces in eV/Å.